# 1
Computed, not measured: a single C9H17N3S2 molecule at a distorted geometry, with ωB97M-V/def2-TZVPD.

XYZ file:
```
31
Properties=species:S:1:pos:R:3:mulliken_charge:R:1
S 2.5940 -2.5249 0.6847 -0.146
S 4.6371 0.9794 -0.4559 -0.020
N 2.2468 0.1956 0.4062 -0.327
N 2.2712 2.4699 -0.3312 -0.474
N 4.3713 -0.6399 0.0444 -0.528
C -2.0940 1.6198 0.0301 -0.607
C 2.8376 1.2475 -0.1522 0.429
C -1.4262 0.2292 0.1437 0.398
C 3.1651 -0.8147 0.3586 0.355
C -1.4986 -2.1389 -0.5910 -0.515
C 0.0402 -2.3258 -0.6954 -0.727
C -1.9204 -0.7763 -0.9233 -1.011
C -1.5448 2.5035 1.1339 -1.216
C 0.7369 -2.0814 0.5515 -0.743
H 0.3108 -1.5145 -1.4536 0.228
H 0.4861 -2.7398 1.5461 0.359
H -1.3581 -0.6271 -1.7840 0.381
H 2.7115 2.9409 -1.2148 0.267
H -2.0225 2.0299 -0.9504 0.407
H -1.8683 -2.3011 0.4979 0.316
H 0.2381 -3.1671 -1.1524 0.702
H -2.1613 2.0313 1.9355 0.391
H 1.1482 2.7064 -0.1007 0.212
H -0.3329 0.2195 0.1464 -0.398
H -1.5935 -0.1972 1.1876 0.371
H -0.4658 2.4507 1.3134 0.284
H -3.1611 1.4250 0.2796 0.306
H -2.0699 -2.8291 -1.2488 0.320
H 0.5339 -1.0077 0.8741 0.302
H -1.8148 3.5531 0.9625 0.293
H -2.9965 -0.9164 -1.0426 0.391
```

Values from the calculation:
energy relative to the best compared isomer or geometry (same formula, charge and spin) = 79.27 kcal/mol
LUMO level = 0.29 eV
frontier orbital gap = 8.6587 eV
SMILES string = CCCCCCCSc1nsc(N)n1
HOMO level = -8.37 eV
2S+1 = 1

***

# 2
Computed, not measured: 2 unconnected molecules or ions with the total composition C9H17N4O5, with ωB97M-V/def2-TZVPD.

XYZ file:
```
35
Properties=species:S:1:pos:R:3:mulliken_charge:R:1
O 0.7923 2.2089 0.1579 -0.401
O 0.3239 1.1098 2.0608 -0.525
O 2.0816 -3.6226 -0.6807 -0.276
O 4.0369 -4.4251 -1.4770 -0.526
O 2.8103 -2.8779 -2.5756 -0.299
N -2.1579 2.8456 0.9912 0.334
N -3.2595 2.2218 0.4666 -0.346
N -5.0647 0.9878 1.3772 -0.371
N -3.2748 1.8990 2.6435 -0.552
C 0.0581 -0.0864 0.0054 -0.869
C 2.2422 -4.4776 0.4594 -0.693
C -1.2136 3.5962 0.1489 -0.483
C -3.9274 1.6725 1.4983 0.548
C 3.0746 -3.7141 -1.5706 0.757
C 0.3933 1.0954 0.8652 0.793
C -2.2098 2.6046 2.2954 0.027
C 0.2246 3.4318 0.6054 -0.476
C 3.8029 -2.8810 -3.6115 -0.637
H -1.4495 2.9568 2.9750 0.390
H -1.4863 4.6537 0.1546 0.360
H 3.4604 -2.1650 -4.3519 0.209
H 3.1519 -4.2272 1.0009 0.333
H 3.8843 -3.8692 -4.0584 0.301
H -1.3287 3.2272 -0.8716 0.342
H 1.3745 -4.3000 1.0880 0.207
H 4.7691 -2.5762 -3.2153 0.303
H -5.6631 1.0948 0.5773 0.228
H 0.3789 0.0384 -1.0252 0.352
H 2.2709 -5.5210 0.1538 0.326
H -5.3283 0.3312 2.0926 0.250
H -1.0133 -0.2817 0.0709 0.212
H -3.4658 2.2439 -0.5196 0.202
H 0.8086 4.2342 0.1563 0.418
H 0.5730 -0.9532 0.4245 0.238
H 0.3303 3.5245 1.6882 0.322
```

Values from the calculation:
LUMO level = -3.19 eV
charge = +1
frontier orbital gap = 9.4647 eV
HOMO level = -12.66 eV
2S+1 = 1

***

# 3
Computed, not measured: a gas-phase ion, C9H17N5 (charge +2) at a distorted geometry, with ωB97M-V/def2-TZVPD.

XYZ file:
```
31
Properties=species:S:1:pos:R:3:mulliken_charge:R:1
N -1.5271 -0.8479 -1.0816 -0.171
N 2.2964 2.6840 -2.8245 -0.381
N 0.4366 2.0809 -1.2997 -0.110
N 0.0623 0.9513 -0.4331 -0.227
N -2.2508 -2.7392 1.8435 -0.294
C -0.2055 -0.1591 2.4109 -0.432
C 0.8893 0.6910 -3.0711 -0.356
C -2.1894 -1.4385 -0.0897 -0.836
C -0.2303 -0.0442 -2.7510 -0.652
C -1.5349 -1.9407 1.0820 0.966
C -0.1725 -1.5362 1.5639 -1.205
C -0.6157 -0.0941 -1.4149 0.151
C 1.1317 0.2509 2.9577 -1.007
C 1.3894 1.7470 -2.3754 0.415
H 1.5756 -0.7096 3.2922 0.317
H 0.1246 -2.3152 2.1584 0.543
H -0.7552 -0.7132 -3.3425 0.585
H -1.7214 -3.1909 2.5841 0.269
H 0.9053 0.8827 3.8358 0.330
H 0.8480 2.8279 -0.7034 0.392
H -3.1590 -3.1105 1.5636 0.266
H 1.7063 0.6867 2.2033 0.327
H 2.9279 2.4650 -3.5396 0.240
H 0.8079 0.4777 0.1862 0.220
H 2.5583 3.4798 -2.3230 0.194
H -0.5734 0.6238 1.7431 0.372
H -0.4933 2.4085 -1.6672 0.386
H -3.1613 -1.8324 -0.3267 0.357
H 1.3736 0.4457 -4.0061 0.383
H -1.0345 -0.4777 3.0829 0.420
H 0.5910 -1.5534 0.7418 0.537
```

Values from the calculation:
energy relative to the best compared isomer or geometry (same formula, charge and spin) = 80.47 kcal/mol
LUMO level (alpha / beta) = -8.72 / -8.68 eV
charge = +2
frontier orbital gap (alpha / beta) = 6.4148 / 6.6095 eV
SMILES string = CCCC(=[NH2+])/C=N\C1=CC=C(N)[NH2+]N1
HOMO level (alpha / beta) = -15.14 / -15.28 eV
2S+1 = 1

***

# 4
Computed, not measured: a molecular structure, C9H17NS2 at a distorted geometry, with ωB97M-V/def2-TZVPD.

XYZ file:
```
29
Properties=species:S:1:pos:R:3:mulliken_charge:R:1
S -1.9877 2.0474 -3.0102 -0.328
S -2.5427 -0.5594 -2.3694 -0.242
N -0.9210 0.8122 -0.7709 0.329
C 0.7745 -1.9399 1.6225 -0.795
C -1.5764 0.8388 -2.0558 0.355
C -0.1393 -0.4697 -0.3347 0.028
C -0.2899 -0.9112 1.0868 -1.394
C 2.1825 -1.6658 1.2274 -0.472
C 1.3313 -0.1357 -0.7824 -0.843
C -1.8742 2.4609 0.6767 -1.200
C 2.2712 -1.2834 -0.2403 -0.857
C -0.6545 1.9777 -0.0188 -0.702
H 1.4056 0.0443 -1.8484 0.403
H 2.0792 -2.2464 -0.7758 0.327
H -1.5776 3.2796 1.3716 0.377
H -0.2426 2.7319 -0.6883 0.475
H 0.0965 1.7899 0.8123 0.360
H 2.9893 -2.4853 1.3894 0.252
H 3.2763 -0.9676 -0.3954 0.395
H -2.4152 1.7153 1.3125 0.245
H -0.4187 -1.3075 -0.9660 0.445
H -2.5323 2.8057 -0.1030 0.355
H 0.7005 -2.0127 2.7352 0.323
H -1.1691 -1.3950 1.2572 0.454
H 0.5605 -2.7974 1.0807 0.442
H 2.5109 -0.8033 1.8214 0.335
H -3.1435 -0.1203 -3.5192 0.165
H 1.6686 0.7388 -0.3044 0.376
H -0.3622 -0.1420 1.7893 0.392
```

Values from the calculation:
energy relative to the best compared isomer or geometry (same formula, charge and spin) = 15.17 kcal/mol
LUMO level = 0.37 eV
frontier orbital gap = 8.5954 eV
HOMO level = -8.22 eV
2S+1 = 1